(1)
# C23H46BrFNO7S

A gas-phase ion, C23H46BrFNO7S (charge +1) (ωB97M-V/def2-TZVPD, OMol25).

HOMO level (eV): -12.35
Net charge: +1
SMILES string: CCCCCCCC[C@@]1(OC[C@@H](C)O)O[C@H](CCCS(=O)(=O)O)[C@@H](CCCO)[N@+]1(Br)CCCF
Spin multiplicity: 1
F_max (eV Å⁻¹): 6.94
LUMO energy (eV): -4.4
Molar mass (g/mol): 579.6
Frontier orbital gap (eV): 7.9601

Geometry (Å):
C: -3.02940 4.79528 -1.79652
C: -2.31118 4.88638 -3.26844
C: -3.04183 3.96774 -4.43647
C: -2.54211 2.37618 -4.33162
C: -3.53993 1.53843 -3.31964
C: -2.67734 0.43870 -2.40091
C: -1.97877 1.15457 -1.06856
C: -1.81864 0.14640 0.21425
C: -0.32890 -0.60641 0.28833
O: 0.07112 -0.64962 -1.12654
C: 1.48752 -0.30474 -1.32211
C: 1.75602 1.33603 -1.47666
C: 3.34420 1.74567 -1.41639
O: 1.21205 1.70760 -2.79467
O: 0.55929 0.12279 1.25372
C: 1.40735 -0.73828 2.14350
C: 3.04913 -0.42452 2.08412
C: 3.45159 0.59030 3.32716
C: 2.67879 2.03705 3.09314
S: 1.45568 2.47710 4.44448
O: 1.98069 3.77745 5.16879
O: 1.14019 1.33309 5.43873
O: -0.06493 2.92158 3.73559
C: 0.91200 -2.20923 1.53457
C: 1.22635 -3.49123 2.50549
C: 2.04682 -4.69878 1.71557
C: 3.64670 -4.37547 1.49796
O: 3.88288 -4.03419 0.05839
N: -0.49426 -1.94081 1.04652
Br: -1.45477 -1.65494 2.67367
C: -1.02270 -2.97877 0.07947
C: -1.85440 -4.21287 0.77741
C: -3.50942 -4.01003 0.64649
F: -4.10987 -3.51157 1.90537
H: -2.31774 4.24968 -1.03672
H: -3.26611 5.89098 -1.39282
H: -4.08141 4.23855 -1.80754
H: -2.33581 6.00406 -3.66780
H: -1.17990 4.56606 -3.17180
H: -2.83802 4.39222 -5.52460
H: -4.21282 3.93631 -4.24507
H: -2.56749 1.97330 -5.45413
H: -1.40703 2.34312 -4.00142
H: -4.27777 0.92658 -4.01121
H: -4.21436 2.21977 -2.63705
H: -3.29293 -0.52268 -2.14418
H: -1.76437 0.12525 -3.10326
H: -2.76220 1.99093 -0.73436
H: -1.00031 1.74688 -1.35604
H: -2.69045 -0.66691 0.19191
H: -2.02537 0.81207 1.18348
H: 1.79164 -0.75386 -2.38561
H: 2.22232 -0.80976 -0.55184
H: 1.11652 1.91871 -0.65556
H: 4.02152 0.82198 -1.65750
H: 3.48845 2.61819 -2.21804
H: 3.59466 2.13663 -0.33014
H: 0.91479 2.67913 -2.71473
H: 1.22335 -0.60522 3.31528
H: 3.69009 -1.40264 2.03775
H: 3.24250 0.20151 1.08793
H: 3.13682 0.03915 4.31401
H: 4.61453 0.72399 3.30091
H: 3.47319 2.92108 3.06087
H: 2.09573 2.08207 2.05265
H: 0.15561 3.69533 3.11597
H: 1.45345 -2.54266 0.52449
H: 0.28846 -3.99911 2.98606
H: 1.94513 -3.09467 3.36678
H: 1.94642 -5.67255 2.38397
H: 1.46453 -4.93321 0.71167
H: 4.23280 -5.39267 1.67081
H: 4.08080 -3.57760 2.23803
H: 3.34416 -4.75197 -0.42497
H: -1.77154 -2.48610 -0.70866
H: -0.17165 -3.47690 -0.59325
H: -1.62560 -5.17700 0.11168
H: -1.51544 -4.48522 1.86373
H: -3.75406 -3.33745 -0.30198
H: -3.99499 -5.07620 0.43814

(2)
# C21H17BCl2F4NO3PPt

A molecular structure, C21H17BCl2F4NO3PPt (ωB97M-V/def2-TZVPD, OMol25).

HOMO level (eV): -14.16
Net charge: +2
Spin multiplicity: 1
F_max (eV Å⁻¹): 0.88
LUMO energy (eV): -8.7
Molar mass (g/mol): 715.1
Frontier orbital gap (eV): 5.4624

Geometry (Å):
Pt: 0.11651 -0.66881 -1.33205
O: 1.60949 1.80546 -0.41492
N: 0.93462 1.24072 -1.47211
C: 0.70533 2.09128 -2.39754
C: 0.04480 1.83688 -3.69163
C: 0.42163 2.69533 -4.72211
C: -0.07769 2.53750 -6.00708
C: -0.98191 1.52600 -6.28708
C: -1.40227 0.68105 -5.26968
C: -0.90060 0.83128 -3.98068
P: -1.51759 -0.21393 -2.67860
C: -1.18873 -1.95205 -2.87377
C: -1.99683 -3.01990 -2.42364
C: -1.45042 -4.27307 -2.32667
C: -0.09762 -4.48641 -2.64217
C: 0.69958 -3.46166 -3.09899
C: 0.16221 -2.16889 -3.24696
C: -3.11606 0.24485 -2.10722
C: -3.80388 1.28182 -2.75330
C: -5.06266 1.63504 -2.30680
C: -5.62261 0.97325 -1.21851
C: -4.93214 -0.04190 -0.57041
C: -3.67509 -0.41548 -1.00985
H: 1.71999 1.10029 0.24460
H: 1.10795 3.08835 -2.24082
H: 1.12811 3.48998 -4.51831
H: 0.24267 3.21092 -6.79026
H: -1.37210 1.40152 -7.28778
H: -2.13034 -0.09374 -5.48033
H: -3.03090 -2.84109 -2.16221
H: -2.06194 -5.10296 -2.00049
H: 0.31283 -5.48415 -2.55760
H: 1.72063 -3.65096 -3.40197
H: 0.69996 -1.43111 -3.82923
H: -3.36042 1.80294 -3.59091
H: -5.60637 2.42886 -2.79963
H: -6.60448 1.26113 -0.86718
H: -5.36349 -0.53268 0.29075
H: -3.12768 -1.18955 -0.48930
Cl: 2.79650 -3.28427 5.51113
C: 1.38759 -3.75809 4.85313
Cl: 0.06371 -2.85875 4.82838
C: 1.55312 -2.62956 0.58552
O: 1.41892 -3.70255 0.96576
O: 1.75878 -1.53892 0.21248
H: 1.35149 -4.74241 4.39146
F: -0.96496 -1.94133 0.70500
B: -1.02063 -0.80298 1.57789
F: -0.37206 0.25174 0.88322
F: -0.27196 -1.09352 2.72292
F: -2.31404 -0.49409 1.87726

(3)
# C24H22BrN2O2PdTe

A molecular structure, C24H22BrN2O2PdTe (ωB97M-V/def2-TZVPD, OMol25).

HOMO level (eV): -10.86
Net charge: +1
Spin multiplicity: 1
F_max (eV Å⁻¹): 0.51
LUMO energy (eV): -3.6
Molar mass (g/mol): 684.4
Frontier orbital gap (eV): 7.2703

Geometry (Å):
Pd: 0.33316 -0.47045 -0.47974
O: 1.16586 -5.71427 -0.98531
C: 0.56430 -5.22568 -2.12235
C: -0.04480 -6.04725 -3.05579
C: -0.67095 -5.47893 -4.15533
C: -0.69052 -4.10176 -4.31691
C: -0.06734 -3.29274 -3.37751
C: 0.56996 -3.84316 -2.27751
C: 1.27567 -2.99433 -1.24099
O: 1.36244 -1.65037 -1.60275
N: 0.58018 -3.15748 0.05338
N: 0.18691 -2.07831 0.72571
C: -0.32777 -2.11092 1.89887
C: -0.83438 -0.91718 2.55142
Br: -0.77377 0.67873 1.46926
C: -1.26832 -0.89163 3.81178
C: -1.80832 0.17947 4.64987
C: -1.56424 0.09391 6.02328
C: -2.02384 1.07340 6.88554
C: -2.75986 2.14045 6.38999
C: -3.04044 2.21641 5.03313
C: -2.56846 1.24551 4.16531
H: 1.20873 -6.67578 -1.02457
H: -0.03432 -7.12301 -2.92204
H: -1.14538 -6.11959 -4.88649
H: -1.17908 -3.66204 -5.17532
H: -0.04624 -2.21844 -3.50212
H: 2.29848 -3.36685 -1.10721
H: 0.55152 -4.06509 0.49808
H: -0.41549 -3.05103 2.43638
H: -1.16042 -1.84846 4.31780
H: -0.99958 -0.74429 6.41327
H: -1.81658 0.99910 7.94432
H: -3.12897 2.90319 7.06230
H: -3.64051 3.03026 4.64891
H: -2.83908 1.30183 3.12062
C: -0.26893 3.03524 -1.63858
Te: 0.59457 1.22771 -2.38276
C: 2.42149 2.26906 -2.00692
C: 2.04997 3.71321 -2.24018
C: 2.99333 4.65529 -2.62613
C: 2.61370 5.97410 -2.83028
C: 1.29082 6.35230 -2.65657
C: 0.34272 5.41335 -2.27658
C: 0.71824 4.09452 -2.06401
H: -0.32446 2.94431 -0.55343
H: -1.26877 3.18580 -2.03681
H: 3.19580 1.91244 -2.68072
H: 2.71804 2.06310 -0.97931
H: 4.02393 4.35801 -2.77489
H: 3.35022 6.70351 -3.13886
H: 0.99301 7.37761 -2.82915
H: -0.69220 5.70724 -2.15212

(4)
# C42H31AsBrMoN6

A molecular structure, C42H31AsBrMoN6 (ωB97M-V/def2-TZVPD, OMol25).

HOMO level (alpha / beta) (eV): -15.68 / -15.68
Net charge: +3
Spin multiplicity: 3
F_max (eV Å⁻¹): 1.96
LUMO energy (alpha / beta) (eV): -10.9 / -10.0
Molar mass (g/mol): 870.5
Frontier orbital gap (alpha / beta) (eV): 4.7959 / 5.6651

Geometry (Å):
Mo: -0.13677 1.13432 0.52700
C: -1.61436 5.12397 -0.10046
C: -0.61815 5.68610 -0.90832
C: 0.59781 5.05312 -0.99220
C: 0.81099 3.83351 -0.33047
N: -0.22200 3.21855 0.34762
C: -1.37744 3.91785 0.49895
N: 2.09644 3.37600 -0.34149
C: 2.54824 2.33547 0.25377
N: 1.73619 1.34982 0.84466
C: 2.55182 0.56808 1.66755
N: 2.10939 -0.31211 2.49526
C: 0.82710 -0.36853 2.93967
C: 0.57665 -1.23130 4.02120
C: -0.58885 -1.12921 4.73623
C: -1.50289 -0.12177 4.38641
C: -1.26436 0.63590 3.27734
N: -0.16893 0.47444 2.48208
C: 3.93785 0.95718 1.46709
C: 5.10093 0.51509 2.06944
C: 6.27965 1.17216 1.72765
C: 6.28432 2.22761 0.81850
C: 5.11057 2.68880 0.22812
C: 3.93870 2.04145 0.56795
H: -2.55229 5.63589 0.06166
H: -0.78703 6.62111 -1.42612
H: 1.43895 5.46912 -1.52748
H: -2.12537 3.47047 1.14050
H: 1.37315 -1.90757 4.29705
H: -0.77374 -1.77285 5.58563
H: -2.39049 0.05576 4.97718
H: -1.94124 1.43225 2.99324
H: 5.08558 -0.30091 2.77914
H: 7.21246 0.86450 2.18042
H: 7.22354 2.70444 0.57205
H: 5.11114 3.51936 -0.46469
C: -5.86338 0.88180 0.88521
C: -4.65650 1.05466 0.01885
C: -4.73810 1.39359 -1.33347
C: -3.58335 1.56581 -2.08365
C: -2.37986 1.40424 -1.44317
Br: -0.69818 1.61174 -2.33241
N: -2.24852 1.08755 -0.15277
C: -3.38284 0.90309 0.55044
H: -6.75250 0.66598 0.29726
H: -6.05596 1.80433 1.43837
H: -5.72255 0.08641 1.61601
H: -5.70213 1.50949 -1.81342
H: -3.62446 1.81406 -3.13534
H: -3.26294 0.60281 1.58320
C: -0.21875 -5.41650 1.70047
C: -1.29018 -4.53886 1.81297
C: -1.20931 -3.27511 1.25024
C: -0.05535 -2.91150 0.56334
C: 1.02726 -3.77442 0.45939
C: 0.93705 -5.03499 1.03453
As: -0.05283 -1.24092 -0.44437
C: -1.17915 -1.70444 -1.94427
C: -2.54569 -1.92451 -1.93758
C: -3.17015 -2.33570 -3.10784
C: -2.42236 -2.50027 -4.26677
C: -1.05443 -2.26298 -4.27165
C: -0.41207 -1.86352 -3.10608
C: 1.03413 -1.61731 -2.94978
C: 1.98591 -1.67762 -3.96174
C: 3.32693 -1.47723 -3.66816
C: 3.74117 -1.22222 -2.36761
C: 2.80063 -1.13194 -1.35035
C: 1.45931 -1.32128 -1.64493
H: -0.28531 -6.40435 2.13625
H: -2.19224 -4.84492 2.32556
H: -2.04201 -2.58456 1.33785
H: 1.92173 -3.47719 -0.07226
H: 1.77150 -5.71748 0.94630
H: -3.12534 -1.79553 -1.02915
H: -4.23146 -2.54445 -3.11187
H: -2.91057 -2.82834 -5.17472
H: -0.49395 -2.40296 -5.18664
H: 1.68359 -1.88732 -4.97926
H: 4.06143 -1.53216 -4.46075
H: 4.79366 -1.10960 -2.14435
H: 3.13061 -0.96348 -0.33402